C26H31NO2ReSbSe4Te as an isolated structure, computed with ωB97M-V with the def2-TZVPD basis set.

Last column: Mulliken charge in e.
Element x y z (Å)
Re1 -0.09 -2.37 1.90  0.682
Se1 -3.67 -5.07 -1.10  -0.564
Sb1 -2.63 -5.05 1.04  0.554
Se2 -2.38 -2.59 2.11  -0.391
Se3 -0.01 -4.42 0.85  -0.322
Se4 -3.04 -6.65 2.73  -0.564
C1 4.08 -2.28 2.24  -0.562
O1 3.11 -3.06 1.56  -0.358
H1 5.08 -2.45 1.84  0.294
H2 4.08 -2.47 3.31  0.297
H3 3.82 -1.24 2.08  0.108
H4 3.26 -3.99 1.77  0.263
C2 3.51 3.00 -4.38  -1.565
C3 2.69 2.44 -3.25  0.541
C4 1.44 2.96 -2.94  -0.969
C5 0.67 2.45 -1.91  0.344
C6 -0.69 3.07 -1.65  -1.757
C7 1.18 1.37 -1.17  0.685
Te1 -0.16 0.83 0.38  1.150
N1 0.85 -0.54 1.44  0.120
C8 0.80 -0.43 2.81  0.845
O2 1.09 -1.54 3.40  -0.711
C9 0.38 0.76 3.59  -0.378
C10 -0.57 0.61 4.58  -0.702
C11 -0.98 1.72 5.31  -0.630
C12 -0.42 2.96 5.07  -0.467
C13 0.55 3.11 4.09  -0.796
C14 0.96 2.01 3.35  0.173
C15 -1.58 -0.27 -0.69  1.096
C16 -2.90 0.07 -0.42  0.296
C17 -3.35 0.95 0.73  -2.047
C18 -3.88 -0.46 -1.25  -0.803
C19 -3.58 -1.32 -2.29  0.523
C20 -4.65 -1.90 -3.17  -1.422
C21 -2.25 -1.69 -2.48  -0.649
C22 -1.23 -1.18 -1.70  0.845
C23 0.19 -1.63 -1.94  -1.451
C24 2.43 0.82 -1.45  1.026
C25 3.05 -0.37 -0.75  -1.099
C26 3.16 1.38 -2.49  -0.811
H5 3.07 3.92 -4.77  0.350
H6 3.58 2.28 -5.19  0.325
H7 4.53 3.22 -4.05  0.381
H8 1.05 3.79 -3.53  0.307
H9 -0.87 3.89 -2.35  0.459
H10 -0.76 3.48 -0.64  0.281
H11 -1.49 2.34 -1.79  0.313
H12 -1.00 -0.37 4.77  0.479
H13 -1.74 1.60 6.08  0.433
H14 -0.74 3.82 5.64  0.413
H15 1.01 4.07 3.91  0.425
H16 1.73 2.11 2.59  0.563
H17 -2.65 0.99 1.56  0.324
H18 -4.28 0.55 1.13  0.483
H19 -3.55 1.97 0.39  0.335
H20 -4.92 -0.22 -1.05  0.388
H21 -5.62 -1.47 -2.94  0.398
H22 -4.70 -2.98 -3.02  0.236
H23 -4.43 -1.72 -4.22  0.348
H24 -2.00 -2.43 -3.23  0.424
H25 0.19 -2.61 -2.40  0.441
H26 0.74 -1.72 -0.99  -0.105
H27 0.73 -0.94 -2.59  0.326
H28 2.49 -0.72 0.11  -0.669
H29 4.06 -0.14 -0.44  0.663
H30 3.11 -1.21 -1.45  0.383
H31 4.13 0.96 -2.71  0.470

Output
- spin multiplicity = 1
- frontier orbital gap (eV) = 5.9335